Run i
C5H9N | wB97M-V/def2-TZVPD

As for the SMILES: C=C/C(C)=C/N. As for the LUMO energy: 0.93 eV. As for the HOMO energy: -7.7 eV. The frontier orbital gap comes out at 8.6718 eV.

Each line ends with the Löwdin charge.
CARTESIAN COORDINATES (ANGSTROEM)
C (1.0980, 0.2634, 1.0604)  -0.0422
N (-1.4412, -1.4061, 1.3565)  0.0442
C (-1.1334, -0.5759, 0.2409)  -0.1739
C (0.0119, 0.0843, 0.0327)  -0.3127
C (0.1455, 0.6949, -1.2933)  -0.1681
C (1.2487, 1.2405, -1.8147)  -0.0059
H (2.0127, 0.6448, 0.6317)  0.0549
H (1.2059, -0.6555, 1.6440)  0.0703
H (0.7132, 0.9122, 1.8528)  0.0902
H (-0.6776, -2.0783, 1.3684)  0.0809
H (-2.2643, -1.9328, 1.0882)  0.0729
H (-1.9412, -0.3260, -0.4427)  0.1083
H (-0.8015, 0.7446, -1.8255)  0.0935
H (2.1793, 1.0852, -1.2778)  0.0376
H (1.2077, 2.1251, -2.4291)  0.0500

---

Run ii
C5H9N | wB97M-V/def2-TZVPD

As for the LUMO energy (alpha / beta): 1.10 / 1.10 eV. As for the HOMO energy (alpha / beta): -7.2 / -7.2 eV. The frontier orbital gap (alpha / beta) comes out at 8.2697 / 8.2688 eV.

Each line ends with the Löwdin charge.
CARTESIAN COORDINATES (ANGSTROEM)
C (-1.6666, 1.0098, -0.1644)  -0.0678
C (-1.8391, -0.5284, -0.2046)  -0.0659
C (-0.5291, 0.1047, -0.1956)  -0.2613
N (0.7297, -0.0275, -0.2971)  -0.1147
C (1.7436, -1.0468, -0.5132)  -0.1038
C (2.0160, 0.3888, -0.2218)  -0.1103
H (-1.9188, 1.5686, -1.0639)  0.1003
H (-1.9173, 1.5220, 0.7627)  0.0990
H (-2.2054, -1.0123, 0.6997)  0.0999
H (-2.2154, -0.9691, -1.1258)  0.0985
H (0.5843, 0.5009, 2.4181)  0.0448
H (1.8629, -1.7785, 0.2876)  0.0924
H (1.7239, -1.4807, -1.5179)  0.0990
H (2.4172, 1.1469, -0.8833)  0.0708
H (1.2141, 0.6017, 2.0197)  0.0192

---

Stability summary: most stable run i, least stable run ii.

---

Run i
C9H14 | wB97M-V/def2-TZVPD

As for the SMILES: Cc1ccccc1.CC. As for the LUMO energy: 1.01 eV. As for the HOMO energy: -9.0 eV. The frontier orbital gap comes out at 10.0561 eV.

Each line ends with the Löwdin charge.
CARTESIAN COORDINATES (ANGSTROEM)
C (1.7898, 0.0373, -2.3964)  -0.0505
C (0.0975, -0.5359, -0.5957)  -0.1022
C (0.4479, 0.3199, -1.6876)  -0.2553
C (-0.9372, -0.2065, 0.1437)  -0.1496
C (-0.3630, 1.4167, -1.9075)  -0.0555
C (-1.7217, 0.9825, 0.0640)  -0.0915
C (-1.4951, 1.7180, -1.0607)  -0.1010
H (0.5548, -1.5490, -0.5950)  0.1313
H (-1.0481, -0.9462, 0.9597)  0.0990
H (2.6236, -0.1037, -1.6664)  0.0903
H (1.9883, 0.8016, -3.1687)  0.0761
H (-0.1611, 2.0724, -2.7186)  0.0885
H (-2.4973, 1.1794, 0.8694)  0.1236
H (-2.2296, 2.5984, -1.3701)  0.1391
H (1.7144, -0.8863, -2.9353)  0.0584
C (0.7363, -0.6635, 3.1125)  -0.1732
C (0.6563, -2.1725, 3.0380)  -0.1774
H (0.7995, -0.1535, 2.0686)  0.0800
H (-0.1674, -0.3471, 3.6451)  0.0677
H (1.5701, -0.3496, 3.6751)  0.0376
H (-0.4191, -2.5130, 2.8804)  0.0821
H (1.0764, -2.5905, 2.1484)  0.0482
H (0.9299, -2.5891, 3.9453)  0.0343

---

Run ii
C9H14 | wB97M-V/def2-TZVPD

As for the SMILES: Cc1ccccc1.CC. As for the LUMO energy: 1.03 eV. As for the HOMO energy: -8.9 eV. The frontier orbital gap comes out at 9.9057 eV.

Each line ends with the Löwdin charge.
CARTESIAN COORDINATES (ANGSTROEM)
C (2.9020, -1.3796, -0.2762)  -0.0631
C (0.1453, 1.3617, 1.5082)  -0.0800
C (1.1460, 0.7139, 2.3000)  -0.0888
C (0.2970, 1.2735, 0.1361)  -0.1036
C (2.0977, -0.0933, 1.7310)  -0.0568
C (1.1633, 0.3551, -0.4811)  -0.0505
C (1.9709, -0.3778, 0.3579)  -0.2870
H (-0.7110, 1.7510, 2.0297)  0.0963
H (1.2754, 1.0493, 3.3266)  0.0997
H (-0.4768, 1.7502, -0.4667)  0.0858
H (2.8213, -0.5817, 2.3614)  0.1091
H (1.1236, 0.1338, -1.5384)  0.1081
H (3.9213, -1.2638, 0.0712)  0.0743
H (2.7375, -1.5137, -1.3481)  0.0743
H (2.6855, -2.4035, 0.0909)  0.0837
C (-3.0849, 0.5499, -0.9245)  -0.1642
C (-2.6498, -0.8070, -1.5404)  -0.1413
H (-3.9292, 0.3754, -0.2530)  0.0614
H (-2.2416, 0.9793, -0.3716)  0.0149
H (-3.3385, 1.3896, -1.5884)  0.0659
H (-3.2480, -0.9168, -2.4521)  0.0596
H (-1.6227, -0.7694, -1.8267)  0.0379
H (-2.9840, -1.5763, -0.8457)  0.0645

---

Stability summary: most stable run ii, least stable run i.

---

Run i
C9H14 | wB97M-V/def2-TZVPD

As for the SMILES: Cc1ccccc1.CC. As for the LUMO energy: 0.96 eV. As for the HOMO energy: -9.0 eV. The frontier orbital gap comes out at 9.9384 eV.

Each line ends with the Löwdin charge.
CARTESIAN COORDINATES (ANGSTROEM)
C (-3.0903, -0.1862, 1.4302)  -0.1744
C (-3.2175, -1.3706, 2.3704)  -0.1812
H (-2.8236, -0.5691, 0.4460)  0.0601
H (-3.9944, 0.4218, 1.4735)  0.0635
H (-2.2815, 0.4920, 1.7089)  0.0551
H (-2.3148, -1.9749, 2.4254)  0.0566
H (-4.0424, -2.0149, 2.0801)  0.0598
H (-3.3928, -1.0573, 3.3995)  0.0598
C (1.2773, -1.5505, -1.9761)  -0.0535
C (2.4708, 1.9916, -1.4502)  -0.0931
C (2.1416, 0.7972, -2.0628)  -0.0578
C (2.1273, 2.2272, -0.1250)  -0.1034
C (1.4767, -0.1954, -1.3455)  -0.2828
C (1.4973, 1.2356, 0.6008)  -0.0920
C (1.1081, 0.0639, -0.0368)  -0.0617
H (2.9704, 2.7806, -1.9940)  0.0993
H (2.4701, 0.6060, -3.0743)  0.1076
H (2.3574, 3.1923, 0.2992)  0.0973
H (1.3012, 1.4023, 1.6541)  0.1016
H (1.9997, -1.7494, -2.7599)  0.0735
H (0.2620, -1.6247, -2.3908)  0.0821
H (0.4517, -0.5856, 0.5418)  0.1083
H (1.2458, -2.3319, -1.2145)  0.0754

---

Run ii
C9H14 | wB97M-V/def2-TZVPD

As for the SMILES: Cc1ccccc1.CC. As for the LUMO energy: 1.04 eV. As for the HOMO energy: -9.1 eV. The frontier orbital gap comes out at 10.1160 eV.

Each line ends with the Löwdin charge.
CARTESIAN COORDINATES (ANGSTROEM)
C (1.6793, -2.9335, -0.4303)  -0.0562
C (-0.8136, -0.1163, -0.8352)  -0.0940
C (-1.3600, -0.0915, 0.4481)  -0.1215
C (0.2368, -0.9973, -1.0529)  -0.0519
C (0.6598, -1.8854, -0.0597)  -0.2815
C (-0.8960, -0.8858, 1.4688)  -0.0825
C (0.1171, -1.8189, 1.2114)  -0.0466
H (-1.1424, 0.5999, -1.5737)  0.1032
H (-2.0938, 0.6732, 0.6856)  0.1031
H (0.5115, -1.2292, -2.0544)  0.0993
H (-1.3750, -0.9037, 2.4388)  0.1012
H (1.5924, -3.8264, 0.1900)  0.0753
H (2.7089, -2.5817, -0.4083)  0.0802
H (0.4738, -2.5007, 1.9600)  0.1041
H (1.4704, -3.2835, -1.4386)  0.0726
C (0.4181, 3.1387, 0.1146)  -0.1484
C (-0.5011, 4.0871, -0.6650)  -0.1653
H (0.3627, 3.3296, 1.1747)  0.0633
H (0.0924, 2.1489, -0.0598)  0.0064
H (1.4390, 3.2460, -0.2485)  0.0678
H (-0.6317, 3.7939, -1.7065)  0.0577
H (-0.1191, 5.1061, -0.7178)  0.0566
H (-1.4746, 4.1083, -0.1837)  0.0571

---

Run iii
C9H14 | wB97M-V/def2-TZVPD

As for the SMILES: Cc1ccccc1.CC. As for the LUMO energy: 1.01 eV. As for the HOMO energy: -9.1 eV. The frontier orbital gap comes out at 10.0838 eV.

Each line ends with the Löwdin charge.
CARTESIAN COORDINATES (ANGSTROEM)
C (-0.6665, 2.5804, -0.5028)  -0.0474
C (-1.3521, 0.7632, 1.1423)  -0.0619
C (-1.1693, 1.1884, -0.1664)  -0.2887
C (-1.6656, -0.5544, 1.4428)  -0.0836
C (-1.9999, -1.3934, 0.3883)  -0.1090
C (-1.6249, 0.3720, -1.1979)  -0.0585
C (-1.9952, -0.9374, -0.9150)  -0.0965
H (-1.0494, 1.4548, 1.9201)  0.1104
H (-1.5064, -0.9691, 2.4248)  0.1002
H (-0.9957, 2.8377, -1.5055)  0.0707
H (0.4118, 2.6758, -0.4296)  0.0727
H (-2.1886, -2.4480, 0.5713)  0.1000
H (-1.8099, 0.7085, -2.2119)  0.1088
H (-2.3728, -1.5301, -1.7376)  0.1002
H (-1.1422, 3.2935, 0.1695)  0.0766
C (2.6329, -0.2306, 0.2282)  -0.1585
C (2.7305, -1.7282, -0.0783)  -0.1713
H (2.2635, -0.1818, 1.2471)  0.0593
H (3.5231, 0.3489, -0.0074)  0.0625
H (1.7953, 0.1909, -0.3293)  0.0443
H (3.1931, -2.2711, 0.7404)  0.0553
H (3.2506, -2.0054, -0.9961)  0.0587
H (1.7377, -2.1645, -0.1968)  0.0558

---

Run iv
C9H14 | wB97M-V/def2-TZVPD

As for the SMILES: Cc1ccccc1.CC. As for the LUMO energy: 0.96 eV. As for the HOMO energy: -9.2 eV. The frontier orbital gap comes out at 10.1229 eV.

Each line ends with the Löwdin charge.
CARTESIAN COORDINATES (ANGSTROEM)
C (-2.4304, 2.4614, 2.4620)  -0.2091
C (-1.4630, 1.3149, 2.6103)  -0.1795
H (-2.0773, 3.3005, 3.1555)  0.0800
H (-2.2150, 2.9893, 1.5190)  0.0528
H (-3.5071, 2.4950, 2.3165)  0.0601
H (-1.5573, 0.7086, 3.4752)  0.0370
H (-1.7801, 0.7337, 1.6412)  0.0974
H (-0.4018, 1.5425, 2.6101)  0.0613
C (-0.1043, -2.9824, -1.3746)  -0.0220
C (0.6368, 0.7290, -1.4298)  -0.0802
C (2.0620, 0.8009, -1.0837)  -0.1041
C (-0.0091, -0.4557, -1.6845)  -0.0582
C (0.7143, -1.6664, -1.5441)  -0.3193
C (2.7071, -0.4003, -1.0160)  -0.0863
C (1.9940, -1.6379, -1.3586)  -0.0956
H (0.2676, 1.8132, -1.4682)  0.1165
H (2.5404, 1.7671, -0.9124)  0.0955
H (-1.0532, -0.6424, -1.8072)  0.0941
H (3.8253, -0.5178, -0.8056)  0.1174
H (0.1501, -3.7883, -2.0770)  0.0834
H (-1.1604, -2.7833, -1.4171)  0.0623
H (2.6501, -2.5819, -1.4107)  0.1392
H (0.2110, -3.1998, -0.4004)  0.0574

---

Stability summary: most stable run i, least stable run iv.

---

Run i
C9H14 | wB97M-V/def2-TZVPD

As for the SMILES: Cc1ccccc1.CC. As for the LUMO energy: 1.01 eV. As for the HOMO energy: -9.0 eV. The frontier orbital gap comes out at 9.9729 eV.

Each line ends with the Löwdin charge.
CARTESIAN COORDINATES (ANGSTROEM)
C (-0.2446, 1.8120, -1.9179)  -0.0526
C (1.0321, -1.8237, -0.1305)  -0.0823
C (-0.3457, -1.7364, -0.5025)  -0.0723
C (1.8857, -0.7465, -0.2111)  -0.0716
C (-0.7322, -0.5377, -1.1236)  -0.0732
C (1.5010, 0.4490, -0.7914)  -0.0334
C (0.1914, 0.5180, -1.2156)  -0.2761
H (1.1932, -2.7801, 0.2635)  0.0786
H (-0.9002, -2.7155, -0.4712)  0.1214
H (2.8257, -0.9009, 0.0230)  0.0529
H (-1.6674, -0.3242, -1.4338)  0.0751
H (2.2077, 1.1711, -0.8742)  0.0827
H (-0.1844, 1.4853, -2.9516)  0.0740
H (0.4310, 2.6525, -1.8936)  0.0613
H (-1.2673, 2.2574, -1.7166)  0.0968
C (-1.1467, 1.3167, 2.8597)  -0.1587
C (-1.3804, -0.0285, 2.1024)  -0.1568
H (-1.2170, 2.1990, 2.2283)  0.0499
H (-1.9582, 1.3483, 3.6133)  0.0669
H (-0.1361, 1.3174, 3.1756)  0.0424
H (-2.3843, -0.3768, 1.9779)  0.0516
H (-0.6910, -0.7579, 2.5669)  0.0648
H (-0.8158, 0.0871, 1.0763)  0.0588

---

Run ii
C9H14 | wB97M-V/def2-TZVPD

As for the SMILES: Cc1ccccc1.CC. As for the LUMO energy: 0.99 eV. As for the HOMO energy: -8.8 eV. The frontier orbital gap comes out at 9.7757 eV.

Each line ends with the Löwdin charge.
CARTESIAN COORDINATES (ANGSTROEM)
C (0.8713, -0.8006, 1.6982)  -0.0752
C (1.3846, 0.7633, -0.0576)  -0.0790
C (0.8172, -0.4603, 0.3209)  -0.3371
C (1.2570, 1.1753, -1.3638)  -0.0773
C (0.8590, 0.2696, -2.3765)  -0.0801
C (0.3767, -1.2749, -0.7393)  -0.0997
C (0.2578, -0.9562, -2.0386)  -0.1083
H (1.7275, 1.4504, 0.7402)  0.1177
H (1.5368, 2.2261, -1.5062)  0.1068
H (-0.1094, -0.9444, 2.2340)  0.0930
H (1.4639, 0.0602, 2.2040)  0.1183
H (0.7302, 0.5796, -3.3485)  0.0637
H (-0.0391, -2.3109, -0.4333)  0.1395
H (-0.1897, -1.7155, -2.8370)  0.1511
H (1.2634, -1.6774, 2.0555)  0.0473
C (-1.8832, 1.0161, 1.1209)  -0.1711
C (-2.6725, 0.1133, 2.0076)  -0.1995
H (-1.7151, 0.4852, 0.1605)  0.0693
H (-2.7108, 1.7778, 0.9183)  0.0977
H (-0.9574, 1.3281, 1.5806)  0.0555
H (-3.7407, 0.0677, 1.7975)  0.0721
H (-2.4838, -0.9064, 2.0377)  0.0281
H (-2.3825, 0.5064, 2.9663)  0.0673

---

Stability summary: most stable run i, least stable run ii.